# 1
A structure of composition C4H8O3, computed with the ωB97M-V functional and the def2-TZVPD basis.

```
15
Properties=species:S:1:pos:R:3:lowdin_charge:R:1
O 1.427 0.016 -1.972 -0.0487
C 0.889 0.729 -0.888 -0.2048
C 0.193 -0.168 0.128 -0.5435
C -0.540 0.624 1.209 -0.1900
O -1.560 -0.153 1.807 -0.0502
C 0.710 -1.518 0.459 0.1836
O -0.728 -1.037 -0.605 -0.0128
H 0.703 -0.499 -2.355 0.0949
H 1.727 1.227 -0.387 0.1404
H 0.193 1.513 -1.231 0.1283
H 0.177 0.896 1.990 0.1375
H -0.950 1.555 0.789 0.1291
H -2.381 0.015 1.331 0.0966
H -1.281 -1.455 0.083 0.1065
H 1.419 -1.744 -0.358 0.0334
```

ΔE to the lowest compared entry with this formula, charge and spin = 521.29 kJ/mol
DFT total energy = -382.76627 hartree
orbital gap = 0.330 Ha


# 2
A cluster of 2 separate species, C6H14N2O2 in total, computed with the ωB97M-V functional and the def2-TZVPD basis.

```
24
Properties=species:S:1:pos:R:3:lowdin_charge:R:1
C -1.330 2.501 0.545 -0.1249
N -0.257 2.346 -0.346 -0.0037
C -0.332 1.520 -1.450 -0.5285
C 0.888 1.516 -2.346 0.0023
O -1.365 0.887 -1.598 0.0293
H -1.087 2.259 1.607 0.0864
H -1.780 3.509 0.558 0.0888
H -2.213 1.884 0.546 0.0768
H 0.576 2.891 -0.270 0.1281
H 0.910 0.704 -3.075 0.0848
H 0.941 2.470 -2.840 0.0801
H 1.724 1.226 -1.709 0.0835
C -0.472 -2.741 -0.685 -0.0761
N -0.140 -1.796 0.357 0.0151
C 0.769 -2.165 1.296 -0.5696
C 0.926 -1.159 2.452 -0.0076
O 1.540 -3.095 1.285 0.0488
H -1.540 -2.748 -0.894 0.0819
H -0.032 -2.434 -1.642 0.0792
H -0.086 -3.739 -0.480 0.0842
H -0.730 -0.999 0.547 0.1228
H 1.802 -0.554 2.196 0.0813
H 0.120 -0.468 2.659 0.0580
H 1.169 -1.813 3.287 0.0792
```

ΔE to the lowest compared entry with this formula, charge and spin = 114.65 kJ/mol
DFT total energy = -497.01386 hartree
SMILES string = CNC(C)=O.CNC(C)=O
orbital gap = 0.374 Ha


# 3
A structure of composition C14H19AlCl2F4N2O, computed with the ωB97M-V functional and the def2-TZVPD basis.

```
43
Properties=species:S:1:pos:R:3:lowdin_charge:R:1
C -0.357 4.254 -1.913 -0.1179
C -0.650 3.219 -3.077 -0.2332
C -2.163 2.730 -2.899 -0.2066
C -2.264 1.229 -2.439 -0.1979
C -2.471 1.071 -0.858 -0.1045
C -1.882 -0.335 -0.496 -0.1392
N -2.044 -1.309 -1.399 0.1405
N -1.524 -2.467 -1.109 0.0327
C -0.825 -2.905 -0.044 0.0932
C -0.577 -1.923 1.026 -0.1447
C 0.236 -2.293 2.258 -0.6464
Cl -0.412 -3.339 3.552 0.6736
C 1.499 -1.799 2.343 -0.6158
C 2.510 -2.088 3.471 -0.0826
Cl 2.074 -0.721 1.032 0.7435
C -1.146 -0.616 0.747 -0.0564
C -0.954 0.515 1.799 -0.0811
C -2.341 1.042 2.340 -0.2246
O -2.521 1.281 3.500 0.0828
H -0.280 3.741 -0.924 0.0634
H -1.215 4.973 -1.900 0.0711
H 0.552 4.841 -2.182 0.0727
H -0.518 3.680 -4.089 0.1047
H 0.062 2.357 -3.013 0.0993
H -2.767 3.442 -2.291 0.1055
H -2.599 2.766 -3.937 0.1073
H -1.265 0.756 -2.651 0.1000
H -3.004 0.623 -3.013 0.1092
H -3.576 1.108 -0.670 0.1312
H -1.910 1.902 -0.376 0.1087
H -1.666 -3.183 -1.831 0.1889
H -0.431 -3.946 0.005 0.1715
H 2.746 -1.135 3.999 0.0988
H 3.462 -2.432 2.966 0.0772
H 2.198 -2.916 4.145 0.0672
H -0.446 0.083 2.703 0.1213
H -0.289 1.338 1.441 0.1346
H -3.218 1.188 1.645 0.1216
F 7.491 -3.839 0.333 -0.2255
Al 6.002 -2.948 0.424 -0.0369
F 5.282 -3.167 2.009 -0.2306
F 4.890 -3.528 -0.790 -0.2425
F 6.309 -1.253 0.164 -0.2340
```

DFT total energy = -2292.04967 hartree
orbital gap = 0.275 Ha


# 4
A structure of composition C3H4NO2S2, computed with the ωB97M-V functional and the def2-TZVPD basis.

```
12
Properties=species:S:1:pos:R:3:lowdin_charge:R:1
C 2.810 -1.852 1.708 -0.9595
C -0.314 0.536 0.405 -0.5711
C 0.556 0.093 -0.596 -0.5136
N 1.950 -1.272 2.260 0.0401
O -1.285 1.459 0.220 0.0109
O -0.066 0.040 1.614 -0.0720
S 4.193 -2.317 0.975 0.3880
S 0.263 0.494 -2.260 0.6376
H 1.255 -0.632 -0.503 -0.0086
H -1.467 2.110 0.960 0.1435
H 0.896 -0.592 1.796 0.0212
H -1.083 0.804 -2.023 -0.1166
```

ΔE to the lowest compared entry with this formula, charge and spin = 24.21 kJ/mol
DFT total energy = -1118.36145 hartree
orbital gap = 0.246 Ha
total charge = -1


# 5
A cluster of 10 separate species, C25H50O20 in total, computed with the ωB97M-V functional and the def2-TZVPD basis.

```
95
Properties=species:S:1:pos:R:3:lowdin_charge:R:1
C -0.663 0.980 2.256 -0.0186
C -1.024 1.483 3.634 -0.2885
C -2.210 2.429 3.741 -0.0895
O -2.913 1.966 4.872 0.0817
C -2.448 0.774 5.244 -0.4972
O -2.864 0.115 6.242 0.0781
O -1.574 0.369 4.307 0.0708
H -1.540 0.666 1.690 0.0797
H 0.000 0.123 2.375 0.0952
H -0.200 1.786 1.687 0.0895
H -0.134 1.848 4.147 0.1572
H -2.901 2.433 2.898 0.1321
H -1.967 3.491 3.788 0.1378
C 5.568 4.171 0.468 -0.0199
C 4.136 3.821 0.739 -0.3154
C 3.627 2.422 0.324 -0.1107
O 2.942 1.887 1.424 0.0548
C 3.170 2.677 2.471 -0.4744
O 2.743 2.405 3.608 0.1029
O 4.013 3.745 2.147 0.0650
H 5.828 5.033 1.082 0.0918
H 5.798 4.302 -0.590 0.0827
H 6.280 3.424 0.820 0.0912
H 3.423 4.566 0.385 0.1556
H 4.415 1.710 0.078 0.1217
H 2.982 2.380 -0.554 0.1211
C -5.029 -3.147 2.979 -0.0005
C -3.817 -2.321 3.342 -0.3531
C -2.758 -2.902 4.209 -0.1185
O -1.546 -2.755 3.550 0.1137
C -1.812 -2.348 2.288 -0.4797
O -0.940 -2.015 1.479 0.1042
O -3.111 -2.161 2.176 0.0943
H -4.703 -4.068 2.495 0.0952
H -5.542 -2.584 2.199 0.0766
H -5.676 -3.356 3.831 0.0959
H -4.144 -1.352 3.720 0.1574
H -3.013 -3.931 4.465 0.1407
H -2.780 -2.371 5.161 0.1325
C 4.787 -1.344 1.520 -0.0101
C 3.971 -1.407 0.196 -0.2487
C 4.769 -1.765 -1.105 -0.1078
O 4.293 -3.017 -1.450 0.0662
C 3.184 -3.371 -0.754 -0.5396
O 2.543 -4.399 -0.933 0.1335
O 3.080 -2.542 0.266 0.0863
H 5.214 -0.352 1.663 0.0753
H 5.531 -2.135 1.611 0.0840
H 4.178 -1.569 2.396 0.0871
H 3.449 -0.453 0.129 0.1087
H 5.843 -1.761 -0.918 0.1314
H 4.605 -0.979 -1.842 0.1116
C -6.111 -2.751 -1.166 -0.0223
C -4.935 -2.256 -1.952 -0.3100
C -3.501 -2.537 -1.419 -0.0841
O -2.827 -3.043 -2.529 0.0756
C -3.661 -3.341 -3.523 -0.5529
O -3.404 -3.786 -4.627 0.1333
O -4.899 -3.041 -3.122 0.0720
H -7.052 -2.576 -1.688 0.0915
H -6.125 -2.136 -0.267 0.0773
H -6.021 -3.795 -0.865 0.0945
H -5.067 -1.223 -2.275 0.1557
H -3.632 -3.302 -0.654 0.1300
H -3.009 -1.659 -0.999 0.1233
C -2.019 0.276 -3.504 -0.1453
O -2.488 1.027 -2.384 -0.1303
H -2.880 0.087 -4.145 0.0779
H -1.311 0.804 -4.142 0.0705
H -1.665 -0.705 -3.187 0.0704
H -1.962 0.741 -1.634 0.0104
C -2.076 3.403 -0.264 -0.1834
O -2.139 4.367 0.736 -0.1101
H -1.355 3.713 -1.020 0.0837
H -1.813 2.386 0.027 0.0511
H -3.020 3.324 -0.803 0.0778
H -1.924 5.228 0.370 0.0801
C 0.510 -0.088 -1.230 -0.1160
O -0.739 -0.254 -0.599 -0.1462
H 1.286 0.069 -0.481 0.0725
H 0.763 -0.939 -1.863 0.0818
H 0.534 0.714 -1.968 0.0791
H -0.728 -0.913 0.100 0.0276
C 2.212 -0.678 -4.883 -0.1049
O 1.813 0.630 -4.500 -0.1435
H 2.150 -0.693 -5.971 0.0902
H 3.281 -0.713 -4.673 0.0792
H 1.658 -1.458 -4.360 0.0925
H 1.915 1.121 -5.319 0.0953
C 4.417 2.463 -3.563 -0.1629
O 3.680 1.514 -2.824 -0.1359
H 3.793 3.296 -3.887 0.0786
H 5.221 2.959 -3.020 0.0657
H 4.966 2.097 -4.431 0.0775
H 3.103 1.068 -3.448 0.0013
```

ΔE to the lowest compared entry with this formula, charge and spin = 46.06 kJ/mol
DFT total energy = -2487.33411 hartree
SMILES string = C[C@H]1COC(=O)O1.C[C@H]1COC(=O)O1.C[C@H]1COC(=O)O1.C[C@H]1COC(=O)O1.C[C@H]1COC(=O)O1.CO.CO.CO.CO.CO
orbital gap = 0.373 Ha


# 6
A structure of composition C32H33N7O5Ti, computed with the ωB97M-V functional and the def2-TZVPD basis.

```
78
Properties=species:S:1:pos:R:3:lowdin_spin:R:1
Ti 0.337 -0.254 0.289 0.0173
C 3.179 -2.699 1.719 0.0163
C 2.465 -1.353 1.756 0.0912
O 1.178 -1.396 1.640 0.0476
C 3.180 -0.188 1.938 0.0016
C 2.505 1.061 1.990 0.1455
C 3.164 2.326 2.493 0.0250
N 1.239 1.078 1.650 -0.0490
N 0.489 2.163 1.891 0.0389
C -0.769 1.952 1.518 0.1373
O -1.099 0.777 0.992 0.0481
C -1.723 2.994 1.772 0.0931
C -3.101 2.870 1.469 0.0808
C -3.980 3.883 1.767 0.0209
C -3.542 5.065 2.367 0.1411
C -2.182 5.214 2.652 0.0213
C -1.294 4.211 2.366 0.0829
H 2.680 -3.389 2.400 0.0033
H 4.231 -2.617 1.987 -0.0003
H 3.093 -3.099 0.709 0.0050
H 4.253 -0.224 2.092 -0.0031
H 4.167 2.137 2.875 -0.0003
H 2.543 2.762 3.279 0.0084
H 3.207 3.054 1.681 0.0083
H -3.445 1.970 0.980 0.0053
H -5.032 3.772 1.529 -0.0021
H -4.242 5.860 2.597 0.0132
H -1.831 6.139 3.100 -0.0022
H -0.241 4.322 2.580 0.0095
C 2.165 1.562 -2.859 0.0002
C 0.908 1.069 -2.152 0.0016
O 0.989 1.082 -0.849 0.0012
C -0.184 0.688 -2.848 0.0002
C -1.391 0.132 -2.116 0.0354
C -2.409 -0.512 -3.081 0.0073
N -0.936 -0.800 -1.112 -0.0012
N -0.481 -1.907 -1.793 0.0005
C 0.794 -2.140 -1.610 0.0000
O 1.529 -1.435 -0.817 0.0009
C 1.404 -3.116 -2.514 0.0001
C 0.622 -3.936 -3.348 0.0000
C 1.205 -4.697 -4.334 0.0000
C 2.586 -4.682 -4.524 0.0000
C 3.372 -3.882 -3.696 0.0000
C 2.796 -3.118 -2.706 0.0001
H 3.029 1.224 -2.285 0.0000
H 2.177 2.653 -2.882 0.0001
H 2.228 1.180 -3.876 0.0001
H -0.229 0.752 -3.926 0.0004
H -2.688 0.202 -3.854 0.0023
H -3.292 -0.801 -2.514 0.0005
H -1.959 -1.398 -3.518 0.0009
H -0.449 -3.925 -3.210 0.0000
H 0.588 -5.308 -4.983 0.0000
H 3.041 -5.274 -5.309 0.0000
H 4.446 -3.851 -3.846 0.0000
H 3.391 -2.473 -2.074 0.0001
N -1.989 1.313 -1.483 0.1539
C -2.701 2.129 -2.020 0.2198
C -3.346 2.992 -2.832 0.0807
C -2.574 3.810 -3.727 0.1262
C -3.192 4.683 -4.575 0.0123
C -4.583 4.833 -4.579 0.1868
C -5.348 4.072 -3.690 0.0102
C -4.765 3.179 -2.835 0.1304
H -1.500 3.688 -3.727 0.0066
H -2.590 5.267 -5.264 -0.0040
H -5.054 5.532 -5.256 0.0147
H -6.426 4.198 -3.676 -0.0043
H -5.356 2.592 -2.145 0.0072
N -2.829 -2.951 2.913 0.0002
C -2.271 -1.995 2.045 0.0001
N -2.911 -0.806 2.038 0.0008
O -1.314 -2.264 1.351 0.0007
H -3.806 -2.827 3.128 0.0002
H -2.575 -3.898 2.680 0.0000
H -3.432 -0.539 2.857 0.0013
H -2.328 -0.064 1.570 0.0004
```

ΔE to the lowest compared entry with this formula, charge and spin = 260.33 kJ/mol
DFT total energy = -2848.22771 hartree
orbital gap (spin up / spin down) = 0.113 / 0.213 Ha
2S+1 = 3
total charge = -2
<S²> = 2.09


The calculation returns the following F_max values, one per record and in order: 0.314; 3.636; 3.120; 5.295; 5.065; 2.184 eV Å⁻¹.